[1]
{"formula": "C39H27Cl5NO2Rh", "method": "the ωB97M-V functional and the def2-TZVPD basis", "e_lumo_ev": [0.14, -1.99], "relative_energy_ev": 0.496, "energy_ha": -4119.009533, "charge": 0, "multiplicity": 5, "largest_force_ev_per_a": 1.39, "elements": ["Rh", "O", "C", "C", "C", "C", "C", "C", "C", "C", "C", "O", "C", "C", "C", "C", "C", "C", "C", "C", "C", "C", "C", "C", "N", "C", "C", "C", "C", "C", "C", "C", "C", "C", "C", "C", "C", "H", "H", "H", "H", "H", "H", "H", "H", "H", "H", "H", "H", "H", "H", "H", "H", "H", "H", "H", "H", "H", "H", "H", "H", "H", "H", "H", "Cl", "C", "C", "C", "Cl", "C", "Cl", "C", "Cl", "C", "Cl"], "xyz": [[-0.77440, -0.45645, -0.77606], [-0.69950, 1.39972, -1.58851], [0.41351, 2.09336, -2.03474], [1.35584, 1.09252, -2.79062], [2.00582, 0.15686, -1.82579], [3.30829, 0.37402, -1.41281], [3.87055, -0.42691, -0.43600], [3.09762, -1.44742, 0.09233], [1.80847, -1.65091, -0.36620], [0.98063, -2.76581, 0.20151], [0.13771, -2.30399, 1.42966], [-0.72198, -1.28810, 1.04757], [-0.72743, -3.46780, 1.95734], [-0.53896, -4.79848, 1.60829], [-1.40647, -5.77769, 2.07969], [-2.46444, -5.43682, 2.90431], [-2.64120, -4.11113, 3.27774], [-1.77540, -3.13604, 2.81294], [1.04046, -1.84449, 2.58759], [0.83961, -0.59448, 3.16213], [1.59483, -0.18833, 4.25441], [2.56476, -1.02664, 4.78246], [2.77783, -2.26989, 4.20470], [2.01751, -2.67929, 3.11981], [1.25231, -0.83590, -1.30014], [-0.12035, 3.17493, -2.98250], [0.15929, 3.23024, -4.33911], [-0.44916, 4.18988, -5.14197], [-1.34099, 5.09582, -4.59613], [-1.61658, 5.05116, -3.23423], [-1.00962, 4.09889, -2.43565], [1.21982, 2.77227, -0.90463], [1.12362, 2.33972, 0.41303], [1.90750, 2.90100, 1.41002], [2.79486, 3.91947, 1.09870], [2.88908, 4.36864, -0.21024], [2.10721, 3.80056, -1.20597], [2.12097, 1.64441, -3.33522], [0.72424, 0.54405, -3.49195], [3.86645, 1.18598, -1.85889], [4.88471, -0.26379, -0.09846], [3.48522, -2.10536, 0.85734], [1.63825, -3.58023, 0.49879], [0.26919, -3.13014, -0.54346], [0.28120, -5.09805, 0.96885], [-1.25354, -6.80978, 1.78984], [-3.15099, -6.19794, 3.25216], [-3.45910, -3.83208, 3.93010], [-1.90984, -2.10116, 3.10125], [0.07730, 0.05474, 2.75232], [1.41148, 0.78418, 4.69512], [3.14091, -0.71926, 5.64575], [3.53412, -2.93214, 4.60797], [2.18460, -3.66644, 2.70181], [0.85558, 2.53430, -4.79074], [-0.22840, 4.21605, -6.20187], [-1.82221, 5.83413, -5.22459], [-2.31429, 5.75231, -2.79403], [-1.22524, 4.05675, -1.37521], [0.41820, 1.56213, 0.67219], [1.82154, 2.53615, 2.42616], [3.40276, 4.36680, 1.87489], [3.56998, 5.17417, -0.45626], [2.18835, 4.16252, -2.22432], [-2.07600, -2.09262, -2.75967], [-3.35638, -1.32645, -1.86684], [-2.88000, -0.52893, -0.85402], [-3.77275, 0.14783, -0.05051], [-3.14155, 1.15407, 1.19690], [-5.14410, 0.01380, -0.26145], [-6.25695, 0.85453, 0.74245], [-5.60412, -0.80293, -1.29838], [-7.29488, -0.96214, -1.57155], [-4.70560, -1.48776, -2.12053], [-5.25975, -2.49420, -3.39888]], "atomic_forces_ev_per_a": [[-1.0, 0.3, 0.9], [0.2, -0.2, 0.7], [0.4, 0.2, -0.3], [-0.3, 0.2, 0.2], [-0.2, -0.1, 0.0], [0.3, 0.0, -0.1], [-0.3, 0.0, -0.1], [0.2, -0.1, 0.0], [-0.1, 0.0, -0.2], [-0.2, 0.3, 0.2], [0.2, -0.6, 0.2], [0.3, 0.7, -0.2], [0.0, 0.2, -0.2], [0.0, 0.0, 0.0], [0.0, 0.0, 0.0], [0.0, -0.1, 0.0], [0.0, 0.1, 0.0], [0.0, 0.0, 0.0], [-0.2, 0.2, -0.1], [0.0, 0.0, -0.1], [0.0, 0.0, 0.0], [0.0, 0.1, 0.0], [0.0, -0.1, 0.0], [0.0, 0.0, 0.0], [1.3, -0.1, -0.1], [-0.1, -0.2, 0.1], [0.0, 0.0, 0.0], [0.0, 0.0, -0.1], [0.0, 0.0, 0.0], [0.0, 0.0, 0.1], [0.0, 0.0, -0.1], [-0.3, -0.2, 0.0], [-0.1, 0.0, -0.1], [0.0, 0.0, 0.0], [0.0, 0.0, 0.1], [0.0, 0.0, -0.1], [0.1, -0.1, 0.0], [0.0, -0.1, 0.0], [0.1, 0.0, -0.1], [0.0, 0.0, 0.0], [0.0, 0.0, 0.0], [0.0, 0.0, 0.0], [0.0, 0.0, -0.1], [0.1, -0.1, -0.1], [0.0, 0.0, 0.0], [0.0, 0.0, 0.0], [0.0, 0.0, 0.0], [0.0, 0.0, 0.0], [0.0, 0.0, 0.0], [0.0, 0.0, 0.0], [0.0, 0.0, 0.0], [0.0, 0.0, 0.0], [0.0, 0.0, 0.0], [-0.1, 0.0, 0.0], [-0.1, 0.0, 0.0], [0.0, 0.0, 0.0], [0.0, 0.0, 0.0], [0.0, 0.0, 0.0], [0.0, 0.0, 0.0], [-0.1, -0.1, 0.0], [0.0, 0.0, 0.0], [0.0, 0.0, 0.0], [0.0, 0.0, 0.0], [0.0, 0.0, 0.0], [-0.1, -0.5, -0.6], [0.0, 0.3, 0.5], [-0.5, -0.1, -0.4], [0.0, -0.3, -0.4], [0.0, 0.2, 0.2], [0.1, 0.0, 0.0], [-0.1, 0.0, 0.0], [0.0, 0.0, 0.0], [0.0, 0.0, 0.0], [0.0, -0.1, -0.1], [0.0, 0.0, 0.0]], "lowdin_spin": [2.6386, 0.3474, 0.0257, 0.0065, 0.0207, 0.0006, 0.0163, 0.0020, 0.0267, 0.0109, 0.0318, 0.3559, 0.0109, 0.0020, 0.0010, 0.0008, 0.0003, 0.0024, 0.0079, -0.0001, 0.0001, -0.0004, 0.0006, 0.0011, 0.0760, 0.0096, 0.0037, 0.0005, 0.0025, 0.0000, 0.0031, 0.0085, -0.0013, 0.0005, -0.0003, 0.0007, 0.0008, 0.0004, -0.0003, -0.0001, 0.0010, 0.0002, 0.0008, 0.0021, 0.0000, 0.0001, 0.0000, 0.0000, 0.0003, -0.0004, 0.0000, 0.0000, 0.0001, 0.0000, 0.0001, 0.0000, 0.0002, -0.0001, 0.0001, -0.0010, 0.0000, 0.0000, 0.0001, 0.0000, 0.0805, 0.0315, 0.1953, 0.0344, 0.0180, 0.0062, 0.0062, -0.0012, -0.0002, 0.0042, 0.0074]}



[2]
{"formula": "C39H27F12MnNO3Sb2Se4", "method": "the ωB97M-V functional and the def2-TZVPD basis", "e_lumo_ev": [-5.06, -5.07], "energy_ha": -14218.109419, "charge": 1, "multiplicity": 1, "largest_force_ev_per_a": 7.01, "elements": ["Mn", "C", "C", "C", "C", "C", "N", "C", "C", "C", "C", "C", "C", "C", "C", "O", "C", "F", "F", "F", "C", "F", "F", "F", "C", "C", "C", "O", "C", "F", "F", "F", "C", "F", "F", "F", "H", "H", "H", "H", "H", "H", "H", "H", "H", "H", "H", "H", "Se", "Sb", "Se", "Se", "Se", "O", "C", "C", "C", "C", "C", "C", "C", "Sb", "C", "C", "C", "C", "C", "C", "C", "C", "C", "C", "C", "C", "H", "H", "H", "H", "H", "H", "H", "H", "H", "H", "H", "H", "H", "H", "H"], "xyz": [[-2.28467, -0.15598, -2.35282], [1.51615, 4.27256, 2.17202], [1.01278, 3.24771, 1.19548], [1.84032, 2.94420, 0.01861], [1.52381, 1.98504, -0.85450], [0.28385, 1.20258, -0.73013], [-0.00399, 0.26830, -1.55411], [0.90796, -0.24164, -2.52577], [1.74083, -1.27201, -2.11196], [2.49866, -1.98283, -3.02527], [2.50465, -1.63209, -4.36494], [3.39803, -2.35397, -5.35190], [1.64352, -0.63158, -4.77245], [0.79332, 0.03397, -3.89187], [-0.32331, 0.96004, -4.39006], [-1.51713, 0.79972, -3.73021], [-0.65715, 0.74955, -5.92184], [-0.86433, -0.55724, -6.20150], [-1.77672, 1.38376, -6.25857], [0.32834, 1.18761, -6.73419], [0.14573, 2.46485, -4.22638], [-0.12724, 2.89712, -2.99237], [-0.44177, 3.30567, -5.07979], [1.48354, 2.58438, -4.39737], [-0.65164, 1.56320, 0.44773], [-0.15361, 2.62835, 1.36159], [-2.16787, 1.77445, -0.05243], [-2.48815, 1.08509, -1.16590], [-2.37540, 3.31979, -0.39108], [-2.62840, 4.02368, 0.73775], [-3.38935, 3.48940, -1.22233], [-1.28385, 3.83682, -0.95796], [-3.26314, 1.39546, 1.02345], [-3.52464, 0.08441, 0.94445], [-4.40378, 2.03977, 0.84695], [-2.83945, 1.61735, 2.30197], [2.42001, 3.90046, 2.66425], [1.78741, 5.19413, 1.65327], [0.77640, 4.50197, 2.93733], [2.75061, 3.52114, -0.12834], [2.15338, 1.76549, -1.70680], [1.74398, -1.56490, -1.08168], [3.07049, -2.82539, -2.67858], [4.42731, -2.38062, -4.98757], [3.07618, -3.39198, -5.47615], [3.38617, -1.87080, -6.32841], [1.61685, -0.39072, -5.82418], [-0.78016, 2.90386, 2.19508], [-2.67073, -5.93979, -2.29598], [-1.01813, -4.27700, -2.03806], [-2.02304, -2.07398, -1.61524], [-1.92562, -2.12230, -3.79696], [0.92233, -5.00239, -0.88908], [-4.97573, -0.09337, -3.48536], [-3.98592, -0.29058, -3.03243], [0.47652, 1.83413, 6.41465], [1.50504, 1.44185, 5.56760], [1.21722, 0.95467, 4.29615], [-0.11466, 0.86340, 3.87673], [-1.14900, 1.26616, 4.72537], [-0.84506, 1.75408, 5.99056], [-0.44668, -0.14825, 2.04593], [-1.73275, -1.78372, 2.41434], [-1.46861, -2.97195, 1.75404], [-2.24593, -4.08943, 2.02652], [-3.28550, -3.99632, 2.94159], [-3.55278, -2.79301, 3.58211], [-2.77990, -1.67260, 3.32161], [1.43870, -1.08221, 1.80799], [1.61807, -2.32762, 2.40423], [2.85760, -2.95001, 2.32553], [3.91676, -2.31927, 1.69187], [3.74600, -1.05517, 1.14105], [2.50631, -0.43422, 1.19621], [0.70450, 2.20206, 7.40945], [2.53832, 1.49990, 5.89533], [2.02858, 0.63402, 3.65367], [-2.18508, 1.21117, 4.42362], [-1.64982, 2.06477, 6.64853], [-0.64878, -3.04480, 1.06695], [-2.02199, -5.01936, 1.52708], [-3.89538, -4.86876, 3.15264], [-4.37337, -2.71908, 4.28602], [-3.00033, -0.74132, 3.82202], [0.81041, -2.82690, 2.92383], [2.97832, -3.94455, 2.74031], [4.88402, -2.81088, 1.63473], [4.57355, -0.54903, 0.65624], [2.38802, 0.54156, 0.75811]], "atomic_forces_ev_per_a": [[4.0, 3.9, -2.7], [0.1, -0.1, -0.1], [0.5, 0.3, -0.2], [0.0, 0.1, 0.3], [-0.2, 0.0, 0.1], [0.3, 0.1, 0.2], [-0.8, 0.0, 0.1], [-0.4, 0.0, -0.2], [0.1, -0.1, -0.3], [-0.1, 0.2, 0.2], [0.3, -0.3, -0.3], [-0.2, 0.0, 0.2], [-0.1, 0.2, -0.1], [-0.3, 0.0, -0.1], [-0.1, 0.3, -0.3], [-0.2, 0.5, -0.3], [0.1, 0.0, 0.0], [0.1, 0.2, 0.1], [0.1, 0.0, 0.1], [-0.2, -0.1, 0.3], [0.2, -0.1, -0.2], [0.0, -0.1, 0.0], [0.0, -0.2, 0.1], [-0.4, -0.1, -0.1], [-0.6, -0.8, 0.0], [-0.1, 0.0, -0.3], [0.0, 0.1, -0.1], [-1.3, 1.7, 1.9], [0.2, -0.2, 0.3], [0.2, -0.2, -0.3], [0.0, 0.0, 0.1], [-0.1, -0.1, 0.1], [0.3, -0.1, -0.2], [0.1, 0.0, 0.0], [0.1, 0.0, 0.0], [-0.1, 0.1, -0.3], [0.0, 0.0, 0.0], [0.0, 0.0, 0.0], [0.0, 0.0, 0.0], [-0.1, 0.0, 0.0], [0.0, 0.0, 0.0], [0.0, -0.1, 0.4], [0.3, -0.2, 0.1], [-0.1, 0.0, -0.1], [0.0, 0.1, 0.0], [0.0, 0.0, 0.0], [0.0, 0.0, 0.0], [-0.1, 0.0, 0.1], [0.1, 0.6, -0.2], [0.8, -2.5, 0.1], [-1.4, -3.7, 5.8], [0.1, -0.9, -3.4], [0.0, 0.7, -0.2], [-2.1, 0.0, -0.9], [0.8, 0.4, 0.5], [0.0, 0.0, 0.0], [0.0, 0.0, -0.1], [-0.3, 0.1, 0.1], [0.0, -0.2, 0.2], [0.2, 0.0, 0.0], [0.0, 0.0, 0.0], [0.5, 0.3, -0.2], [-0.1, 0.5, -0.1], [-0.3, -0.1, 0.2], [0.0, 0.1, 0.0], [-0.1, -0.1, -0.1], [-0.1, 0.0, 0.1], [0.0, -0.1, 0.0], [-0.3, 0.1, 0.0], [0.1, -0.1, -0.1], [-0.1, -0.1, 0.0], [0.2, 0.0, 0.0], [0.0, 0.0, 0.0], [0.1, -0.2, 0.1], [0.0, 0.0, -0.1], [-0.1, 0.0, 0.0], [0.0, 0.0, 0.0], [0.0, 0.0, 0.0], [0.1, 0.0, -0.1], [0.3, -0.1, -0.3], [0.0, -0.1, -0.1], [0.1, 0.1, 0.0], [0.1, 0.0, 0.0], [0.0, 0.0, 0.0], [0.0, 0.0, 0.0], [0.0, 0.1, 0.0], [-0.1, 0.1, 0.0], [0.0, -0.1, 0.0], [0.0, 0.1, 0.0]], "mulliken_charge": [1.0249, -1.9503, 1.1885, -0.9209, -0.4175, 0.3971, 1.6188, -0.5200, -0.3205, -1.5704, 0.4616, -1.5850, -0.7438, -0.8674, 1.5688, -0.7841, 0.3824, -0.2142, -0.2437, -0.2649, 0.3259, 0.0212, -0.3206, -0.3162, -0.4414, -1.5106, 1.4651, -1.0529, 0.3190, -0.2608, -0.2612, -0.1346, 0.2271, -0.1759, -0.2883, -0.2465, 0.3644, 0.4491, 0.3996, 0.5464, 0.6813, 0.8829, 0.5728, 0.3678, 0.3189, 0.4082, 0.5186, 0.5345, -0.3995, 0.7396, 0.2584, -0.3399, -0.3608, -0.1438, 0.3795, -0.6454, -0.9022, -0.2665, 1.3182, -0.5565, -0.8852, 1.2634, 1.2166, -0.6134, -1.1713, -0.8008, -0.7814, -0.6008, 1.1852, -0.9934, -0.8114, -0.8538, -0.4824, -0.2248, 0.4137, 0.4618, 0.4597, 0.2047, 0.4335, 1.0751, 0.4770, 0.4179, 0.4487, 0.2795, 0.5607, 0.4646, 0.4234, 0.4921, 0.2269]}